Entry from the Open Molecules 2025 dataset: a 15-piece molecular cluster, C66H192N33O15P9 overall (ωB97M-V/def2-TZVPD).

```
315
Properties=species:S:1:pos:R:3:lowdin_charge:R:1
O 4.379 -3.232 -5.262 -0.250
P 4.605 -1.827 -5.460 0.553
N 3.191 -1.041 -6.072 -0.306
C 3.126 0.388 -6.286 -0.114
C 2.023 -1.801 -6.426 -0.114
N 5.829 -1.473 -6.634 -0.299
C 7.138 -2.057 -6.396 -0.123
C 5.479 -1.608 -7.988 -0.165
N 5.025 -0.954 -4.103 -0.273
C 5.776 0.342 -4.176 -0.104
C 4.729 -1.518 -2.711 -0.057
H 3.851 1.042 -5.802 0.062
H 2.147 0.717 -5.935 0.055
H 3.087 0.689 -7.333 0.080
H 1.630 -1.436 -7.375 0.080
H 1.302 -1.659 -5.621 0.062
H 2.313 -2.827 -6.652 0.082
H 7.441 -1.847 -5.370 0.075
H 7.178 -3.140 -6.511 0.082
H 7.918 -1.696 -7.066 0.084
H 5.990 -0.877 -8.614 0.082
H 5.676 -2.581 -8.437 0.089
H 4.459 -1.286 -8.201 0.072
H 5.243 1.130 -3.645 0.065
H 6.720 0.218 -3.645 0.083
H 5.862 0.698 -5.203 0.051
H 5.626 -2.044 -2.383 0.084
H 3.878 -2.192 -2.794 0.049
H 4.409 -0.735 -2.023 0.060
O 2.018 2.794 7.147 -0.305
P 1.318 4.092 7.165 0.572
N -0.298 3.968 7.706 -0.302
C -1.378 4.180 6.809 -0.143
C -0.535 3.160 8.943 -0.076
N 1.345 4.835 5.587 -0.266
C 2.038 4.217 4.453 -0.110
C 0.802 6.241 5.367 -0.068
N 2.084 5.151 8.219 -0.286
C 3.536 5.032 8.464 -0.118
C 1.515 6.436 8.668 -0.106
H -1.027 3.810 5.845 0.048
H -1.453 5.261 6.689 0.066
H -2.296 3.712 7.165 0.087
H -0.738 3.883 9.733 0.072
H 0.375 2.697 9.328 0.072
H -1.333 2.439 8.769 0.083
H 1.530 4.552 3.548 0.069
H 3.108 4.421 4.401 0.079
H 1.718 3.189 4.282 0.044
H 1.576 6.989 5.539 0.070
H 0.394 6.347 4.361 0.071
H 0.119 6.417 6.198 0.050
H 4.010 5.592 9.270 0.078
H 3.861 4.039 8.775 0.069
H 4.136 5.247 7.580 0.070
H 1.989 6.690 9.616 0.078
H 0.442 6.431 8.860 0.075
H 1.696 7.193 7.906 0.065
O -5.542 -1.586 1.742 -0.286
P -6.488 -2.479 1.035 0.593
N -8.026 -2.506 1.782 -0.311
C -8.854 -1.308 1.723 -0.116
C -8.433 -3.407 2.904 -0.085
N -5.977 -4.100 0.940 -0.269
C -6.758 -5.315 0.467 -0.073
C -4.490 -4.359 1.030 -0.099
N -6.906 -2.091 -0.562 -0.324
C -6.087 -1.290 -1.467 -0.117
C -7.995 -2.764 -1.298 -0.108
H -8.500 -0.631 2.501 0.074
H -9.893 -1.571 1.919 0.083
H -8.657 -0.778 0.790 0.072
H -8.751 -4.363 2.487 0.060
H -9.221 -2.926 3.483 0.081
H -7.553 -3.591 3.520 0.071
H -7.787 -5.132 0.778 0.042
H -6.797 -5.281 -0.622 0.069
H -6.447 -6.238 0.956 0.087
H -4.022 -3.563 1.608 0.054
H -4.251 -5.192 1.691 0.056
H -4.004 -4.572 0.078 0.078
H -5.447 -1.895 -2.110 0.077
H -6.768 -0.644 -2.021 0.078
H -5.456 -0.641 -0.860 0.075
H -7.555 -3.217 -2.186 0.080
H -8.616 -1.932 -1.631 0.076
H -8.595 -3.427 -0.675 0.073
O -5.763 5.385 4.060 -0.344
P -4.763 4.776 3.053 0.713
N -3.810 3.461 3.698 -0.319
C -4.144 2.910 4.980 -0.103
C -2.624 2.936 3.073 -0.119
N -3.578 5.982 2.532 -0.301
C -2.296 6.233 3.253 -0.107
C -3.918 7.004 1.498 -0.097
N -5.457 4.124 1.580 -0.305
C -6.758 3.433 1.805 -0.105
C -4.584 3.566 0.566 -0.141
H -3.765 1.897 5.122 0.069
H -5.212 2.753 4.830 0.074
H -3.935 3.744 5.649 0.072
H -2.491 3.529 2.168 0.058
H -2.613 1.846 3.111 0.084
H -1.754 3.293 3.624 0.048
H -2.134 7.283 3.497 0.091
H -2.221 5.618 4.150 0.053
H -1.551 5.736 2.630 0.051
H -4.802 7.538 1.848 0.079
H -3.014 7.600 1.373 0.073
H -4.082 6.539 0.526 0.061
H -7.167 3.078 0.858 0.076
H -6.596 2.482 2.314 0.062
H -7.329 4.027 2.519 0.070
H -3.699 4.202 0.543 0.047
H -5.036 3.718 -0.414 0.082
H -4.282 2.526 0.692 0.083
O 4.842 -7.489 -1.079 -0.295
P 3.611 -6.985 -1.708 0.638
N 3.115 -5.351 -1.375 -0.290
C 2.034 -4.661 -2.053 -0.117
C 3.565 -4.634 -0.197 -0.119
N 2.198 -7.826 -1.150 -0.312
C 2.086 -8.036 0.269 -0.135
C 0.989 -7.999 -1.972 -0.119
N 3.600 -7.142 -3.460 -0.292
C 3.535 -8.565 -4.020 -0.085
C 4.298 -6.147 -4.210 -0.155
H 1.064 -4.700 -1.557 0.080
H 1.944 -4.958 -3.098 0.074
H 2.394 -3.638 -1.949 0.043
H 3.936 -3.627 -0.386 0.060
H 4.463 -5.168 0.114 0.081
H 2.810 -4.581 0.587 0.062
H 1.640 -9.002 0.507 0.082
H 3.080 -8.238 0.667 0.074
H 1.618 -7.213 0.808 0.070
H 0.978 -8.984 -2.438 0.065
H 0.122 -7.925 -1.316 0.076
H 0.788 -7.202 -2.689 0.065
H 3.009 -9.285 -3.393 0.058
H 3.034 -8.522 -4.987 0.074
H 4.512 -9.019 -4.185 0.072
H 4.694 -6.573 -5.131 0.088
H 5.146 -5.727 -3.668 0.079
H 3.638 -5.300 -4.395 0.037
O -2.486 -6.594 3.328 -0.326
P -1.616 -6.204 4.516 0.582
N -2.347 -5.071 5.495 -0.295
C -1.736 -4.502 6.711 -0.119
C -3.356 -4.103 4.959 -0.076
N -0.111 -5.418 4.148 -0.275
C 0.161 -4.890 2.772 -0.084
C 0.856 -5.021 5.167 -0.139
N -1.199 -7.474 5.533 -0.300
C -0.054 -8.319 5.127 -0.127
C -2.232 -8.293 6.271 -0.073
H -1.058 -5.256 7.111 0.069
H -2.500 -4.318 7.467 0.080
H -1.286 -3.526 6.533 0.069
H -4.045 -3.878 5.773 0.085
H -3.869 -4.554 4.110 0.058
H -2.857 -3.234 4.529 0.071
H -0.432 -5.520 2.108 0.068
H -0.108 -3.834 2.766 0.058
H 1.191 -4.992 2.429 0.060
H 1.885 -4.914 4.824 0.072
H 0.626 -4.068 5.643 0.049
H 0.952 -5.803 5.921 0.068
H -0.383 -9.015 4.356 0.081
H 0.817 -7.798 4.729 0.066
H 0.327 -8.917 5.954 0.077
H -3.087 -8.404 5.603 0.073
H -2.539 -7.754 7.167 0.073
H -1.871 -9.305 6.454 0.075
O 6.536 4.479 -2.644 -0.289
P 5.585 5.084 -3.591 0.602
N 4.028 5.281 -2.994 -0.273
C 3.048 6.283 -3.496 -0.099
C 3.413 4.029 -2.396 -0.074
N 5.398 4.186 -5.121 -0.270
C 4.287 4.382 -6.066 -0.125
C 6.571 3.637 -5.727 -0.163
N 6.002 6.749 -4.014 -0.302
C 6.176 7.770 -2.926 -0.116
C 7.121 6.941 -4.982 -0.128
H 3.555 7.052 -4.078 0.072
H 2.444 6.677 -2.678 0.057
H 2.345 5.822 -4.189 0.038
H 4.110 3.436 -1.803 0.076
H 2.947 3.414 -3.166 0.054
H 2.608 4.361 -1.740 0.078
H 4.299 5.422 -6.391 0.069
H 4.265 3.913 -7.050 0.080
H 3.243 4.307 -5.763 0.040
H 7.280 4.312 -6.208 0.067
H 7.098 3.137 -4.915 0.073
H 6.323 2.860 -6.449 0.076
H 5.752 8.737 -3.197 0.075
H 5.688 7.384 -2.032 0.074
H 7.227 7.976 -2.724 0.074
H 7.284 8.017 -5.035 0.076
H 6.884 6.581 -5.983 0.061
H 8.021 6.415 -4.663 0.081
O -1.370 0.289 -7.323 -0.319
P -2.799 -0.129 -7.085 0.630
N -3.046 -1.761 -7.405 -0.297
C -4.338 -2.519 -7.569 -0.102
C -1.928 -2.681 -7.580 -0.123
N -3.998 0.692 -8.009 -0.304
C -3.964 0.527 -9.432 -0.143
C -4.237 2.091 -7.675 -0.126
N -3.323 -0.025 -5.395 -0.293
C -2.318 -0.292 -4.354 -0.119
C -4.777 -0.217 -5.061 -0.082
H -5.269 -2.025 -7.848 0.078
H -4.572 -3.095 -6.673 0.073
H -4.141 -3.192 -8.403 0.072
H -2.037 -3.579 -6.972 0.083
H -0.913 -2.328 -7.397 0.061
H -1.907 -2.967 -8.631 0.079
H -3.311 1.168 -10.025 0.086
H -3.743 -0.518 -9.646 0.075
H -4.959 0.777 -9.802 0.083
H -4.959 2.560 -8.344 0.085
H -4.535 2.162 -6.629 0.062
H -3.373 2.753 -7.737 0.077
H -2.119 -1.359 -4.251 0.077
H -1.391 0.202 -4.645 0.032
H -2.687 0.204 -3.456 0.087
H -5.344 0.625 -5.458 0.059
H -4.909 -0.112 -3.984 0.063
H -5.116 -1.179 -5.444 0.057
O -0.871 1.171 -0.828 -0.335
P 0.316 0.297 -0.485 0.703
N 1.347 1.113 0.748 -0.278
C 2.653 0.567 1.167 -0.103
C 0.885 2.362 1.247 -0.148
N 1.328 -0.148 -1.801 -0.269
C 0.825 -1.131 -2.804 -0.082
C 2.221 0.825 -2.364 -0.147
N -0.140 -1.191 0.298 -0.287
C -1.533 -1.494 0.692 -0.090
C 0.840 -2.143 0.858 -0.129
H 3.320 1.407 1.361 0.080
H 3.103 -0.103 0.435 0.059
H 2.514 -0.032 2.067 0.059
H -0.030 2.636 0.722 0.052
H 1.639 3.120 1.036 0.078
H 0.668 2.315 2.314 0.064
H 1.495 -1.980 -2.944 0.056
H -0.219 -1.351 -2.584 0.070
H 0.750 -0.780 -3.833 0.049
H 2.922 1.168 -1.604 0.068
H 2.809 0.444 -3.198 0.066
H 1.690 1.679 -2.783 0.063
H -2.230 -0.847 0.160 0.068
H -1.769 -2.530 0.447 0.073
H -1.558 -1.234 1.750 0.051
H 0.635 -3.127 0.437 0.067
H 0.671 -2.117 1.935 0.052
H 1.876 -2.067 0.529 0.055
O -0.410 4.500 -3.651 0.013
C -0.064 3.975 -4.703 -0.566
N 0.594 4.655 -5.665 0.161
C -0.302 2.480 -4.898 0.005
H 0.654 4.140 -6.532 0.110
H 0.760 5.651 -5.630 0.111
H -1.020 2.594 -5.711 0.084
H -0.736 2.145 -3.956 0.079
H 0.625 1.935 -5.070 0.063
O 5.374 1.663 3.308 0.015
C 4.730 1.946 4.291 -0.595
N 5.250 2.881 5.112 0.163
C 3.512 1.089 4.651 -0.009
H 6.112 3.311 4.808 0.117
H 4.788 3.031 5.998 0.090
H 3.358 1.104 5.730 0.062
H 3.854 0.076 4.439 0.058
H 2.587 1.366 4.146 0.054
O -0.105 7.726 0.006 0.004
C -0.106 6.749 -0.729 -0.605
N 0.177 6.819 -2.032 0.165
C -0.568 5.468 -0.083 0.001
H 0.495 7.719 -2.363 0.115
H -0.047 6.019 -2.606 0.046
H -1.558 5.637 0.340 0.059
H 0.109 5.283 0.751 0.075
H -0.594 4.641 -0.792 0.073
O 3.019 -2.752 2.510 0.009
C 4.134 -2.519 2.945 -0.597
N 4.433 -2.789 4.256 0.162
C 5.174 -1.947 2.088 0.008
H 3.700 -2.891 4.944 0.096
H 5.245 -2.257 4.536 0.098
H 6.231 -2.169 2.229 0.096
H 5.093 -0.908 2.409 0.077
H 4.914 -2.028 1.032 0.078
O -0.976 -0.557 3.863 -0.017
C -0.293 -0.227 4.845 -0.512
N 0.744 -0.978 5.201 0.178
C -0.678 1.053 5.692 0.025
H 1.130 -1.585 4.493 0.090
H 1.048 -1.180 6.143 0.117
H 0.087 1.294 6.430 0.053
H -1.717 1.016 6.021 0.072
H -0.582 1.901 5.014 0.046
O -4.116 -0.635 6.089 0.006
C -4.628 -0.849 5.017 -0.636
N -4.009 -0.773 3.853 0.200
C -6.163 -0.994 5.052 0.004
H -3.001 -0.748 3.794 0.062
H -4.501 -1.065 3.021 0.031
H -6.550 -1.342 6.010 0.080
H -6.595 -1.560 4.227 0.035
H -6.632 -0.015 4.956 0.074
```

- Calculated total energy: -8637.9775 Ha
- Net charge: 0
- Highest occupied orbital energy: -7.66 eV